No. 1
The following is a DFT calculation (ωB97M-V/def2-TZVPD) of the molecule C4H6O2S in a non-equilibrium geometry.

Computed properties:
**HOMO-LUMO gap**: 9.71 eV
**Relative energy (zero: lowest compared OMol25 entry of this formula, charge and spin)**: 1.815 eV
**SMILES string**: C1=CSCOCO1
**LUMO**: 0.87 eV
**HOMO level**: -8.8 eV
**Net charge**: 0
**Molecular weight**: 118.16 u

```
13
C4H6O2S (ωB97M-V/def2-TZVPD)
C 0.02965 -0.06969 -1.57932
C -0.99335 -0.80247 -1.16366
S -1.93013 -0.66786 0.35443
C -0.53114 -0.27010 1.47897
O 0.12713 0.94257 1.29989
C 1.06852 0.93817 0.29299
O 0.47569 1.13216 -0.93916
H 0.61009 -0.26678 -2.46224
H -1.39053 -1.44861 -1.89603
H 0.19353 -1.13881 1.39032
H -0.96507 -0.31219 2.46004
H 1.73348 -0.01802 0.32437
H 1.57214 1.98163 0.43941
```

=====

No. 2
The following is a DFT calculation (ωB97M-V/def2-TZVPD) of a structure of composition C4H7Cl3NO5SiTi in a non-equilibrium geometry.

Computed properties:
**Multiplicity**: 2
**HOMO-LUMO gap (spin up / spin down)**: 7.79 / 8.39 eV
**Relative energy (zero: lowest compared OMol25 entry of this formula, charge and spin)**: 0.027 eV
**LUMO (spin up / spin down)**: -1.30 / -1.19 eV
**HOMO level (spin up / spin down)**: -9.1 / -9.6 eV
**Net charge**: 0
**Molecular weight**: 331.41 u

```
22
C4H7Cl3NO5SiTi (ωB97M-V/def2-TZVPD)
Ti -1.37835 0.53724 0.83352
C 2.70018 0.45213 0.16435
C 1.36891 -0.18654 -0.13125
C 1.28071 -1.03626 -1.36648
O 0.36982 0.88554 -0.35395
C 0.94995 -1.01248 1.12655
O 1.72784 -1.95641 1.26958
O -0.23137 -0.83957 1.64804
H 3.07330 1.05099 -0.67169
H 3.44437 -0.33763 0.43453
H 2.63475 1.15412 1.00149
H 1.77743 -0.36884 -2.07908
H 0.18322 -1.20394 -1.46345
H 1.88117 -2.02039 -1.13165
H 0.79887 1.75717 -0.58470
Cl -3.96079 0.73403 -1.89013
Si -3.24349 -0.50852 -0.43504
Cl -2.37568 -2.14783 -1.42841
Cl -4.57414 -1.43912 0.95752
O -1.87708 2.41187 0.31419
N -2.25894 2.59761 1.55477
O -2.29069 1.47685 2.23129
```

=====

No. 3
The following is a DFT calculation (ωB97M-V/def2-TZVPD) of a structure of composition C16H21N3O3SSn in a non-equilibrium geometry.

Computed properties:
**HOMO-LUMO gap (spin up / spin down)**: 7.11 / 5.67 eV
**Relative energy (zero: lowest compared OMol25 entry of this formula, charge and spin)**: 0.000 eV
**LUMO (spin up / spin down)**: -15.91 / -17.35 eV
**HOMO level (spin up / spin down)**: -23.0 / -23.0 eV
**Net charge**: +4
**Molecular weight**: 454.14 u

```
45
C16H21N3O3SSn (ωB97M-V/def2-TZVPD)
N -2.90229 0.57562 -0.45024
C -3.84763 0.06409 -0.87932
C -5.08519 -0.49976 -1.38400
H -4.93846 -0.93940 -2.38109
H -5.85082 0.28724 -1.46116
H -5.44795 -1.28175 -0.70071
N 0.38365 1.91182 3.15633
C 0.58174 2.31459 4.22909
C 0.81566 2.70391 5.60662
H 0.26043 3.61613 5.87493
H 1.88347 2.89235 5.79224
H 0.49090 1.89272 6.27755
N 2.24241 -0.94833 -1.13234
C 3.23555 -1.41026 -1.53819
C 4.44853 -1.98320 -2.09104
H 4.99129 -2.55145 -1.31887
H 5.11336 -1.19417 -2.47882
H 4.19347 -2.66356 -2.92079
Sn 0.16572 1.15181 0.55459
C 1.52887 -0.86380 1.66153
O 1.71474 -1.81636 2.27694
C -1.54431 -0.42258 1.98557
O -1.89289 -1.18251 2.77558
C -0.95644 2.94261 -0.52510
C -0.46136 2.15466 -1.57392
C 0.90625 1.85874 -1.64667
C 1.79845 2.37160 -0.68448
C 1.30094 3.17990 0.37116
C -0.07908 3.45664 0.44639
H -2.02870 3.13778 -0.45524
H -1.15426 1.74958 -2.31434
H 1.28066 1.20224 -2.43143
H 2.85150 2.11884 -0.72991
H 1.97985 3.56248 1.13084
H -0.47502 4.07392 1.26141
C -0.24958 -4.46817 -1.06887
S -0.32716 -2.75796 -0.55160
C -0.62492 -1.93409 -2.13799
O -1.58162 -2.58691 0.25329
H 0.59601 -4.59661 -1.73032
H -1.16912 -4.71652 -1.57739
H -0.12034 -5.06310 -0.17450
H -1.66248 -2.14366 -2.44590
H -0.45650 -0.85354 -2.00687
H 0.09267 -2.34160 -2.86297
```

=====

No. 4
The following is a DFT calculation (ωB97M-V/def2-TZVPD) of a cluster of 7 separate species, C21H58F3N5O7 in total in a non-equilibrium geometry.

Computed properties:
**HOMO-LUMO gap**: 7.82 eV
**LUMO**: 0.17 eV
**HOMO level**: -7.7 eV
**Net charge**: 0
**Molecular weight**: 549.72 u

```
94
C21H58F3N5O7 (ωB97M-V/def2-TZVPD)
N 0.00206 -1.36349 -0.44382
H 0.62996 -0.62164 -0.71859
H -0.01155 -2.09130 -1.14397
H -0.96216 -1.06561 -0.48437
H 0.14738 -1.80190 0.45439
C -0.71375 -2.87868 2.57760
O -0.44979 -1.46515 2.91998
O 0.21281 -3.21283 1.55859
C -0.88204 -3.73056 3.90683
F -1.29234 -3.06439 5.07410
F -1.71617 -4.80159 3.83983
F 0.29844 -4.21614 4.19199
C -1.45555 -0.54731 3.42145
C -0.80697 0.72486 3.85613
H -0.60213 0.80397 4.92378
H 0.10016 1.05820 3.35203
H -1.54939 1.52225 3.82304
H -2.12528 -0.89847 4.20646
H -2.16190 -0.44586 2.59751
H -1.69411 -2.78896 2.10968
C 0.97372 -4.19914 -1.88117
O 0.06201 -3.22054 -2.36615
H 1.59634 -3.83825 -1.06251
H 0.36928 -5.01480 -1.48439
H 1.50018 -4.66407 -2.71471
H -0.66766 -3.69056 -2.77636
C 0.31784 2.97712 -1.21403
C 1.44850 2.16037 -0.58804
C 1.27949 2.15803 0.92861
O 1.79052 3.43904 1.37669
C 2.46434 3.35624 2.59321
N 1.52121 0.88311 -1.23941
H 0.52066 3.99705 -0.88738
H -0.66955 2.65454 -0.88372
H 0.43390 2.87504 -2.29301
H 2.40698 2.66847 -0.69415
H 1.84162 1.31093 1.32171
H 0.24419 1.94996 1.19874
H 2.90307 4.33300 2.79706
H 3.21579 2.56686 2.57553
H 1.79210 3.13277 3.42161
H 2.42798 0.51941 -0.98329
H 1.60297 1.19960 -2.19505
C 2.49942 -1.48036 4.40375
C 3.30382 -0.69947 3.37985
C 4.84717 -0.65422 3.70080
O 5.22534 -0.16883 4.94326
C 6.58392 -0.48013 5.37347
N 3.06745 -1.40800 2.11040
H 1.44028 -1.31987 4.60517
H 2.96533 -1.09294 5.30979
H 2.65397 -2.55913 4.38219
H 2.93969 0.32147 3.26501
H 5.36970 -0.23750 2.83975
H 5.20549 -1.67688 3.58298
H 7.33856 -0.18916 4.64275
H 6.66715 -1.53266 5.64432
H 6.81778 0.09901 6.26678
H 3.62758 -2.24441 2.19265
H 2.17793 -1.87789 2.20010
C -3.76269 -2.13343 -1.00895
C -3.44280 -0.81375 -1.70882
C -4.69353 0.05680 -1.95249
O -4.31344 1.25720 -2.63642
C -5.36838 1.96658 -3.23261
N -2.50687 -0.16196 -0.81008
H -2.87633 -2.75721 -0.89340
H -4.30994 -2.58516 -1.83634
H -4.35950 -2.23449 -0.10248
H -2.96350 -1.08542 -2.64933
H -5.12800 0.34317 -0.99472
H -5.45545 -0.55015 -2.44156
H -6.26045 2.16544 -2.63866
H -5.57313 1.42332 -4.15512
H -4.90151 2.93675 -3.40266
H -2.96608 0.01881 0.07114
H -2.34427 0.77508 -1.15012
C -0.67000 3.87616 -5.39377
C -1.70796 2.86331 -5.08951
C -1.21670 1.38702 -5.01877
O -0.04245 1.00712 -4.27741
C 0.12483 -0.43217 -4.26666
N -2.23888 3.12817 -3.78684
H -0.84243 4.94988 -5.31965
H -0.36945 3.83869 -6.44084
H 0.19951 3.62141 -4.78783
H -2.43730 2.88584 -5.89923
H -1.18129 0.93134 -6.00831
H -1.98228 0.83945 -4.46908
H -0.76561 -1.05938 -4.22398
H 0.81991 -0.68671 -3.46655
H 0.63546 -0.76157 -5.17156
H -1.40812 3.18111 -3.21489
H -2.76489 2.33982 -3.43766
```

=====

No. 5
The following is a DFT calculation (ωB97M-V/def2-TZVPD) of a structure of composition CH2I3P in a non-equilibrium geometry.

Computed properties:
**HOMO-LUMO gap**: 8.43 eV
**Relative energy (zero: lowest compared OMol25 entry of this formula, charge and spin)**: 0.421 eV
**LUMO**: -0.90 eV
**HOMO level**: -9.3 eV
**Net charge**: 0
**Molecular weight**: 425.71 u

```
7
CH2I3P (ωB97M-V/def2-TZVPD)
C 0.52839 -0.68909 -0.20816
P -0.73237 -0.80423 1.54874
I 0.40697 -3.01665 -0.38908
I 2.44727 -0.08819 0.69083
I -2.90690 -0.88480 0.49776
H -0.72519 0.65843 1.62050
H 0.70065 -0.17210 -1.21994
```

=====

No. 6
The following is a DFT calculation (ωB97M-V/def2-TZVPD) of a cluster of 13 separate species, C39H78O23 in total in a non-equilibrium geometry.

Computed properties:
**Multiplicity**: 2
**HOMO-LUMO gap (spin up / spin down)**: 5.80 / 2.24 eV
**LUMO (spin up / spin down)**: -5.54 / -9.09 eV
**HOMO level (spin up / spin down)**: -11.3 / -11.3 eV
**Net charge**: +1
**Molecular weight**: 915.03 u

```
140
C39H78O23 (ωB97M-V/def2-TZVPD)
C 24.93763 37.06281 -2.35865
O 25.42634 35.95145 -3.15084
C 26.45423 36.18703 -3.97153
O 27.12975 37.18904 -3.81579
O 26.62751 35.18565 -4.79884
C 27.52945 35.20881 -5.87976
H 24.36416 36.47908 -1.63858
H 24.40688 37.86886 -2.86530
H 25.65810 37.50543 -1.67083
H 28.38661 35.84800 -5.66804
H 27.02364 35.58502 -6.76899
H 27.93131 34.21523 -6.07825
C 27.25374 31.20810 -0.56074
O 27.26232 29.84552 -0.26324
C 28.25611 28.99476 -0.61237
O 29.22860 29.31199 -1.19525
O 27.91177 27.73760 -0.13826
C 28.89108 26.74207 -0.15222
H 27.91810 31.73737 0.12234
H 26.23871 31.54216 -0.34577
H 27.53290 31.38773 -1.59896
H 29.53780 26.62686 -1.02203
H 28.41561 25.76202 -0.11312
H 29.51440 26.94898 0.71770
C 22.35138 27.63111 1.10553
O 21.81270 26.71388 0.20221
C 21.25428 25.52702 0.57148
O 21.09556 25.23425 1.78544
O 20.86556 24.86491 -0.46230
C 20.40328 23.46319 -0.29140
H 23.19280 27.23161 1.67166
H 21.63627 28.02784 1.82618
H 22.64301 28.53267 0.56679
H 21.23780 22.80043 -0.52033
H 19.56357 23.21338 -0.93992
H 20.21206 23.19889 0.74864
C 21.89583 20.53450 -5.65805
O 22.59295 21.77461 -5.36923
C 22.77602 22.11748 -4.09038
O 22.64576 21.39438 -3.10772
O 23.06253 23.46944 -4.06767
C 23.28757 24.11264 -2.85621
H 22.41848 19.73879 -5.12723
H 22.01311 20.25553 -6.70519
H 20.83705 20.39492 -5.43987
H 24.28678 23.76175 -2.59825
H 22.52117 23.80555 -2.14457
H 23.24168 25.19705 -2.95644
C 25.22776 32.76281 -3.12044
O 25.42874 31.35729 -3.25457
C 24.61172 30.52449 -2.53526
O 23.67018 30.93024 -1.85761
O 25.07806 29.29565 -2.62427
C 24.57500 28.19834 -1.84735
H 25.95524 33.15011 -3.83379
H 25.47128 33.10209 -2.11362
H 24.26155 33.15290 -3.44038
H 24.37890 28.28899 -0.77897
H 25.43325 27.52663 -1.86508
H 23.62818 27.71542 -2.08905
C 28.29672 30.60817 -4.86951
C 29.36818 30.87052 -5.85266
O 30.54606 30.91384 -5.54139
C 28.92485 31.07754 -7.28914
H 28.73702 30.51128 -3.87712
H 27.73203 29.69349 -5.05004
H 27.66140 31.48491 -4.74388
H 29.69056 30.92696 -8.05013
H 28.60785 32.11980 -7.32539
H 28.08171 30.40554 -7.44928
C 24.18026 31.24743 1.53601
C 24.22153 30.49967 2.88452
O 24.29328 29.24577 2.85403
C 24.30556 31.33514 4.17879
H 24.26421 30.55799 0.69593
H 24.93375 32.03429 1.50147
H 23.16668 31.64716 1.50469
H 25.29491 31.78970 4.23036
H 24.30155 30.69942 5.06419
H 23.51514 32.07814 4.28510
C 24.86726 32.21194 -6.42445
C 24.67815 31.87368 -7.89127
O 24.77442 30.72762 -8.27590
C 24.22112 32.99418 -8.78182
H 25.76643 31.76702 -5.99826
H 24.03145 31.83385 -5.83576
H 24.94730 33.28972 -6.28273
H 24.98069 33.76912 -8.88489
H 23.31458 33.47781 -8.41795
H 24.01033 32.54404 -9.75189
C 25.83085 24.78443 -0.79216
C 25.37599 23.87715 0.36897
O 25.26855 22.66563 0.23838
C 25.07215 24.55376 1.65836
H 26.42713 24.17642 -1.47251
H 26.47701 25.62463 -0.53793
H 25.05246 25.23501 -1.40795
H 24.05655 24.94528 1.60027
H 25.60316 25.44386 1.99577
H 25.12796 23.83661 2.47731
C 25.63417 27.06430 -5.77938
C 25.74238 25.87524 -4.85102
O 25.65014 25.98887 -3.62916
C 26.08282 24.52928 -5.48218
H 26.55050 27.23640 -6.34402
H 25.43341 27.97891 -5.22146
H 24.84656 26.87945 -6.50986
H 25.32083 24.26521 -6.21549
H 26.15859 23.74246 -4.73167
H 27.03566 24.63353 -6.00114
C 30.55703 33.95088 -3.77551
C 29.63131 33.35652 -2.72532
O 28.44497 33.65223 -2.57181
C 30.25377 32.25400 -1.92682
H 31.11111 33.16049 -4.28185
H 31.19672 34.70983 -3.32507
H 29.94694 34.44119 -4.53411
H 29.68319 32.08852 -1.01295
H 31.27413 32.49837 -1.63146
H 30.37848 31.30256 -2.44384
C 21.60088 35.57320 -7.41717
C 21.54180 35.63474 -5.90603
O 20.50128 35.99696 -5.39436
C 22.77890 35.28814 -5.13101
H 21.68052 34.52162 -7.69271
H 22.52472 36.02983 -7.77229
H 20.82370 36.14825 -7.92058
H 22.85522 34.20778 -5.00822
H 22.64473 35.78148 -4.16835
H 23.64988 35.62815 -5.69128
C 22.24406 34.26053 -0.48136
C 20.91907 34.56106 -1.15796
O 20.28575 35.56757 -0.89720
C 20.56309 33.69341 -2.32283
H 22.23253 34.76678 0.48387
H 23.01178 34.73738 -1.09072
H 22.47860 33.19769 -0.42249
H 20.69203 32.63132 -2.11441
H 21.28377 33.96245 -3.09505
H 19.60947 33.94049 -2.78938
```